No. 1
The ion C4H10N2OS with charge -1 in a non-equilibrium geometry. Source: OMol25; level of theory: ωB97M-V/def2-TZVPD.

Cartesian coordinates (Å):
C 1.385 -1.351 0.850
C 0.478 -0.472 -0.006
C -0.653 -1.024 -0.886
S -0.104 -1.947 -2.305
N -0.107 0.590 0.893
C -0.296 1.819 0.272
N -1.399 2.558 0.622
O 0.405 2.109 -0.692
H 1.957 -0.717 1.560
H 0.919 -2.131 1.432
H 2.079 -1.884 0.175
H 1.215 0.061 -0.676
H -1.252 -0.137 -1.255
H -1.286 -1.613 -0.231
H 1.131 -1.375 -2.483
H -0.540 0.210 1.714
H -2.176 2.101 1.088
H -1.754 3.203 -0.072

Calculated values
E_tot   -20172.44891 eV
Orbital gap (spin up / spin down)   2.101 / 8.796 eV
HOMO energy (spin up / spin down)   0.99 / -5.78 eV
<S²>   0.75
Relative energy (zero: lowest compared OMol25 entry of this formula, charge and spin)   1.1393 eV
2S+1   2
Molecular weight   134.20 Da
Charge   -1

No. 2
A structure of composition C4H10N2OS in a non-equilibrium geometry. Source: OMol25; level of theory: ωB97M-V/def2-TZVPD.

Cartesian coordinates (Å):
O -3.821 0.030 -0.934
C -3.130 0.140 0.319
N -1.844 0.045 0.843
C -0.649 0.197 0.055
C -0.451 -0.942 -0.977
S 3.695 -0.514 -0.424
C 0.474 0.412 1.017
N 1.519 1.361 0.634
H -3.950 0.453 1.046
H -3.351 -0.909 -0.387
H -0.678 1.108 -0.478
H -1.302 -1.669 -0.883
H -0.413 -0.619 -2.029
H 0.495 -1.503 -0.808
H 0.185 0.577 2.082
H 0.933 -0.766 1.227
H 2.303 0.931 0.154
H 2.044 1.688 1.505

Calculated values
E_tot   -20164.25853 eV
Orbital gap   6.111 eV
HOMO energy   -9.86 eV
Relative energy (zero: lowest compared OMol25 entry of this formula, charge and spin)   9.6644 eV
Molecular weight   134.20 Da

No. 3
The molecule C4H10N2OS in a non-equilibrium geometry. Source: OMol25; level of theory: ωB97M-V/def2-TZVPD.

Cartesian coordinates (Å):
O -0.112 1.125 -0.857
C -0.253 -0.175 -0.289
N 1.012 -0.931 -0.135
C 2.105 -0.487 -0.899
N 3.189 0.067 0.016
C -1.174 -0.058 0.958
C -2.696 -0.019 0.759
S -3.161 1.094 -0.754
H -1.013 -0.671 -0.885
H 1.782 0.387 -1.616
H 2.448 -1.360 -1.512
H 2.815 0.254 0.927
H 4.178 0.075 -0.082
H -0.860 -0.902 1.622
H -0.717 0.804 1.446
H -3.401 0.160 1.579
H -3.088 -0.946 0.343
H -1.053 1.585 -0.621

Calculated values
E_tot   -20166.32193 eV
Orbital gap   3.940 eV
HOMO energy   -7.80 eV
Relative energy (zero: lowest compared OMol25 entry of this formula, charge and spin)   7.6010 eV
Molecular weight   134.20 Da

No. 4
The molecule C4H10N2OS in a non-equilibrium geometry. Source: OMol25; level of theory: ωB97M-V/def2-TZVPD.

Cartesian coordinates (Å):
N 1.412 -1.757 0.093
C 1.379 -0.505 -0.635
C 1.126 0.664 0.328
C -0.223 0.588 1.035
N -1.344 0.719 0.109
O -1.583 2.026 -0.307
C -2.240 -0.200 -0.236
S -2.225 -1.805 0.135
H 1.866 -2.494 -0.511
H 0.451 -2.073 0.281
H 0.639 -0.452 -1.464
H 2.342 -0.342 -1.103
H 1.183 1.628 -0.204
H 1.941 0.640 1.113
H -0.348 -0.377 1.514
H -0.338 1.384 1.788
H -1.037 2.156 -1.082
H -2.999 0.200 -0.854

Calculated values
SMILES   NCCCN(O)C=S
E_tot   -20171.37901 eV
Orbital gap   9.132 eV
HOMO energy   -8.59 eV
Relative energy (zero: lowest compared OMol25 entry of this formula, charge and spin)   2.5439 eV
Molecular weight   134.20 Da

No. 5
The molecule C4H10N2OS. Source: OMol25; level of theory: ωB97M-V/def2-TZVPD.

Cartesian coordinates (Å):
O 1.258 -1.736 -0.268
C 2.422 -1.026 0.132
C 1.962 0.336 0.648
C 1.365 1.205 -0.475
N 0.219 1.983 -0.048
C -0.888 1.370 0.064
N -1.139 0.026 -0.173
S -2.679 -0.645 0.019
H 1.521 -2.518 -0.786
H 2.965 -1.571 0.953
H 3.120 -0.895 -0.719
H 1.204 0.167 1.435
H 2.795 0.830 1.120
H 1.115 0.569 -1.341
H 2.141 1.902 -0.840
H -1.760 1.906 0.380
H -0.390 -0.604 -0.351
H -2.646 -0.955 1.332

Calculated values
SMILES   OCCC/N=C\NS
E_tot   -20172.20568 eV
Orbital gap   9.589 eV
HOMO energy   -8.96 eV
Relative energy (zero: lowest compared OMol25 entry of this formula, charge and spin)   1.7172 eV
Molecular weight   134.20 Da

No. 6
A structure of composition C4H10N2S in a non-equilibrium geometry. Source: OMol25; level of theory: ωB97M-V/def2-TZVPD.

Cartesian coordinates (Å):
C 2.106 -0.844 -0.302
C 0.571 -1.300 0.196
C -1.510 1.775 -0.011
C -1.359 0.273 -0.010
N 2.588 0.358 0.291
N -0.145 -0.073 0.539
S 1.446 1.544 0.194
H 2.817 -1.583 0.032
H 2.217 -0.747 -1.348
H 0.244 -1.846 -0.692
H 0.624 -1.796 1.167
H -2.245 2.192 -0.575
H -1.695 2.016 1.062
H -0.524 2.119 -0.355
H -2.177 -0.126 0.649
H -1.413 -0.155 -1.009
H 2.993 0.132 1.261

Calculated values
E_tot   -18122.23206 eV
Orbital gap (spin up / spin down)   7.804 / 7.803 eV
HOMO energy (spin up / spin down)   -7.83 / -7.83 eV
Relative energy (zero: lowest compared OMol25 entry of this formula, charge and spin)   3.3526 eV
Molecular weight   118.20 Da

Q: Number 4 is which compound?
A: C4H10N2OS

Q: E_tot of number 1 (C4H10N2OS)?
A: -20172.44891 eV